8 unconnected molecules or ions with the total composition C22H48O14S5 at a distorted geometry, computed with wB97M-V/def2-TZVPD.

CARTESIAN COORDINATES (ANGSTROEM)
H -9.16 28.10 2.25
O -1.70 26.35 4.92
H -10.48 27.08 1.74
H -3.84 27.07 7.60
O -12.87 28.66 2.69
H -13.06 28.30 9.37
S -11.55 29.52 8.14
O -9.00 27.16 9.80
H -8.30 25.62 12.53
H -5.58 25.38 -0.75
C -11.09 30.53 2.94
H -5.40 26.53 10.20
C -7.35 25.32 0.37
C -1.51 31.75 13.60
H -6.11 30.32 4.50
H -7.76 24.63 1.10
H -7.70 24.81 11.03
C -7.03 29.86 4.87
C -3.36 28.47 5.25
H -3.52 30.19 11.40
H -10.55 30.70 2.00
C -9.79 29.77 8.59
H -11.34 27.58 9.75
S -7.78 27.37 10.74
O -7.37 26.43 1.20
H -4.72 23.20 -0.23
C -3.71 32.27 13.12
O -2.73 31.88 14.05
C -4.70 29.43 0.01
H -5.44 22.98 1.27
H -5.54 30.87 -2.08
H -2.51 30.80 10.31
H -6.83 28.79 -0.32
H -2.50 25.85 7.73
C -5.83 30.95 1.47
C -5.72 30.70 7.22
H -5.73 29.11 -2.48
H -6.78 25.51 12.16
C -5.65 23.43 0.30
C -12.00 28.43 9.60
C -7.70 25.72 11.63
H -7.86 30.55 4.72
O -6.58 30.74 0.35
H -4.03 33.24 13.50
C -6.23 26.97 9.66
H -4.47 28.41 0.33
S -1.98 27.40 6.01
O -12.08 30.97 8.38
H -9.12 29.04 8.13
H -9.57 29.49 9.61
H -6.51 26.35 8.81
H -11.86 28.97 10.54
O -5.27 25.69 1.23
H -7.19 28.98 4.25
H -4.20 27.83 5.00
C -3.38 31.13 10.87
H -6.10 31.71 7.40
H -2.90 28.77 4.30
H -4.99 30.71 6.41
C -5.93 24.99 0.20
H -6.41 22.94 -0.31
O -1.57 31.85 12.21
C -6.11 26.61 1.84
H -10.32 28.74 1.17
S -6.96 29.38 6.67
O -6.22 28.08 6.80
H -5.75 27.90 9.34
O -6.14 31.68 2.40
H -3.97 29.82 -0.71
S -11.49 28.78 3.31
O -5.80 27.47 2.69
H -3.67 25.75 6.50
H -7.93 25.54 -0.53
H -7.18 30.07 -2.34
H -9.38 30.77 8.42
C -6.10 29.59 -0.51
H -10.67 31.10 3.77
H -3.14 33.16 11.24
H -12.09 30.91 2.75
H -3.72 29.31 5.84
H -4.33 31.35 10.38
O -4.63 30.34 1.22
O -0.53 31.55 14.31
C -2.94 32.25 11.79
H -4.57 31.60 13.10
C -3.09 26.48 7.07
C -6.16 29.98 -1.99
H -5.11 30.45 8.08
C -10.24 28.09 2.05

## Properties
- E_tot: -3911.05921 a.u.
- Energy above the lowest of the compared OMol25 structures with the same formula, charge and spin: 507.7 kJ/mol
- Molecular weight: 696.9 g/mol
- Frontier orbital gap: 8.46 eV
- Total charge: 0
- LUMO: -0.03 eV